Record 1
One molecule with the formula C5H6N2O in a non-equilibrium geometry, computed with ωB97M-V/def2-TZVPD.

Properties
HOMO = -0.3625 Ha
Total charge = 0
2S+1 = 1
Kohn-Sham gap = 9.05 eV
Energy relative to the best compared isomer or geometry (same formula, charge and spin) = 401.5 kJ/mol
SMILES = [H]/N=C1/C=CC(CO)=N1

Last column: Löwdin charge in e.
Atoms and positions in Å:
H -0.9297 2.5250 -1.9198  0.13
N -1.1851 1.4464 -2.1055  0.15
C -0.8417 0.6035 -1.2624  -0.51
C -1.1920 -0.8167 -1.3620  -0.05
C -0.8078 -1.3538 -0.0929  -0.01
C 0.0269 -0.2330 0.6918  -0.26
C 1.0135 -0.6117 1.7823  -0.17
O 2.3667 0.1287 1.8313  -0.15
N -0.0143 0.8224 -0.0726  0.11
H -1.4997 -1.4300 -2.4915  0.20
H -1.1070 -2.3389 0.5054  0.13
H 1.3556 -1.7279 1.6678  0.14
H 0.4119 -0.5171 2.8865  0.17
H 2.0379 1.0478 1.4070  0.13

Record 2
One molecule with the formula C5H6N2O in a non-equilibrium geometry, computed with ωB97M-V/def2-TZVPD.

Properties
HOMO = -0.3083 Ha
Total charge = 0
2S+1 = 1
Kohn-Sham gap = 8.04 eV
Energy relative to the best compared isomer or geometry (same formula, charge and spin) = 150.2 kJ/mol
SMILES = O=CC1=NC=CCN1

Last column: Löwdin charge in e.
Atoms and positions in Å:
O 2.6580 0.4173 -0.1948  0.06
C 1.9549 -0.5359 0.0329  -0.17
C 0.4828 -0.4097 0.0836  -0.36
N -0.3860 -1.3536 0.1748  0.10
C -1.6871 -1.0235 -0.0701  -0.18
C -2.1307 0.2239 -0.2428  -0.03
C -1.1380 1.3430 0.2035  -0.17
N 0.1772 0.8811 0.1191  0.05
H 2.3923 -1.6286 0.0644  0.15
H -2.3705 -1.8093 -0.1286  0.08
H -3.1550 0.4574 -0.6529  0.11
H -1.2755 1.8251 1.1327  0.10
H -1.1295 2.0705 -0.5825  0.11
H 0.8440 1.4680 -0.3753  0.14

Record 3
One molecule with the formula C5H6N2O in a non-equilibrium geometry, computed with ωB97M-V/def2-TZVPD.

Properties
HOMO = -0.3144 Ha
Total charge = 0
2S+1 = 1
Kohn-Sham gap = 9.18 eV
Energy relative to the best compared isomer or geometry (same formula, charge and spin) = 115.7 kJ/mol
SMILES = N#C/C=C1\NCCO1

Last column: Löwdin charge in e.
Atoms and positions in Å:
N -1.0504 0.5424 3.0506  0.13
C -1.0915 0.7808 1.9067  -0.29
C -1.0613 1.0059 0.5514  -0.07
C -0.2422 0.2474 -0.2195  -0.32
N 0.5763 -0.7973 0.2480  0.08
C 1.1806 -1.4022 -1.0217  -0.14
C 1.1507 -0.2109 -1.9635  -0.15
O -0.1364 0.3598 -1.5874  -0.02
H -1.5036 1.9006 0.1612  0.11
H 0.4791 -1.3989 1.0292  0.12
H 0.5180 -2.2946 -1.4097  0.15
H 2.2448 -1.7538 -0.7528  0.14
H 1.1297 -0.6221 -3.0587  0.16
H 1.9231 0.5482 -1.8809  0.12

Record 4
One molecule with the formula C5H6N2O in a non-equilibrium geometry, computed with ωB97M-V/def2-TZVPD.

Properties
HOMO (alpha / beta) = -0.2639 / -0.2954 Ha
Total charge = 0
2S+1 = 1
Kohn-Sham gap (alpha / beta) = 7.57 / 8.08 eV
Energy relative to the best compared isomer or geometry (same formula, charge and spin) = 455.1 kJ/mol

Last column: Löwdin charge in e.
Atoms and positions in Å:
C -1.9810 1.1142 -0.0316  -0.09
C -0.5840 1.2481 0.0915  -0.05
C -2.2573 -0.2262 0.0403  -0.12
C -0.0278 -0.0257 0.1463  -0.24
C 1.3933 -0.5019 0.0143  -0.05
N -1.0659 -0.9139 0.0697  0.04
N 3.6194 0.1158 0.0420  0.02
O 2.3803 0.3505 0.1028  -0.15
H -2.5461 2.0156 -0.1105  0.09
H 0.1021 2.0342 0.1062  0.09
H -3.2303 -0.8283 0.0735  0.14
H 1.4137 -1.6080 -0.2127  0.14
H -0.9038 -1.8614 -0.0835  0.12
H 3.6874 -0.9129 -0.2482  0.06

Record 5
One molecule with the formula C5H6N2O in a non-equilibrium geometry, computed with ωB97M-V/def2-TZVPD.

Properties
HOMO = -0.3439 Ha
Total charge = 0
2S+1 = 1
Kohn-Sham gap = 10.12 eV
Energy relative to the best compared isomer or geometry (same formula, charge and spin) = 222.3 kJ/mol
SMILES = CC(=O)c1ncc[nH]1

Last column: Löwdin charge in e.
Atoms and positions in Å:
C -2.2327 -0.8771 0.6123  0.01
C -1.4006 0.1901 -0.0473  -0.33
O -1.9047 1.0785 -0.7695  0.07
C 0.0516 -0.0931 0.0096  -0.30
N 0.7348 -1.0874 -0.5361  0.14
C 2.1062 -0.7024 -0.2901  -0.13
C 2.1769 0.5068 0.3148  -0.12
N 0.8749 0.8995 0.4793  0.10
H -1.9686 -0.7817 1.5958  0.06
H -1.8251 -1.6659 0.3221  -0.01
H -3.4043 -0.6978 0.4181  0.16
H 2.8504 -1.2905 -0.6288  0.05
H 3.2640 1.1825 0.5540  0.20
H 0.8450 1.7955 0.6971  0.09

Record 6
C5H6N2O as an isolated structure in a non-equilibrium geometry, computed with ωB97M-V/def2-TZVPD.

Properties
HOMO = -0.3197 Ha
Total charge = 0
2S+1 = 1
Kohn-Sham gap = 9.53 eV
Energy relative to the best compared isomer or geometry (same formula, charge and spin) = 390.5 kJ/mol

Last column: Löwdin charge in e.
Atoms and positions in Å:
C 1.2000 -0.2226 -0.1139  -0.39
C -0.8479 0.6598 -0.1881  -0.25
C -2.2417 0.0043 0.1477  -0.07
C -1.3900 -1.3077 -0.0602  -0.13
C -0.1670 -0.4650 -0.0748  -0.17
H 3.0695 -0.7439 0.4057  0.22
H -0.0026 2.5446 -0.2247  0.15
H -3.2499 0.3809 -0.4731  0.14
H -2.4455 0.2512 1.3398  0.15
H -1.9056 -1.9448 -0.8907  0.14
H -1.4404 -1.9284 0.7792  0.07
N 1.3315 1.0975 0.0772  0.10
N 0.0601 1.5727 0.0053  0.00
O 2.1141 -1.1581 0.0277  0.04

| no. | E_tot (eV) |
| --- | --- |
| 1 | -10305.443 |
| 2 | -10308.046 |
| 3 | -10308.405 |
| 4 | -10304.887 |
| 5 | -10307.299 |
| 6 | -10305.557 |